No. 1
97
Properties=species:S:1:pos:R:3 method="wB97M-V/def2-TZVPD" multiplicity=1 e_above_lowest_kcal_mol=9.4 homo_ev="-8.315 / -8.397" gap_ev="2.61 / 2.78" energy_ha=-2593.97053 total_charge=+1
Tl 2.667 0.623 -2.301
C -2.411 -1.886 1.633
C -1.919 -2.768 0.625
C -0.250 -2.468 2.186
C -1.373 -1.690 2.584
C -0.577 -3.113 0.966
C -3.775 -1.327 1.752
H -4.320 -1.385 0.803
H -3.735 -0.275 2.067
H -4.373 -1.864 2.507
C -1.434 -0.870 3.810
H -2.318 -0.218 3.818
H -0.539 -0.237 3.886
H -1.459 -1.494 4.718
C 1.020 -2.615 2.912
H 0.893 -2.384 3.978
H 1.799 -1.940 2.518
H 1.404 -3.642 2.827
C 0.320 -4.039 0.248
H 0.298 -5.050 0.685
H 1.358 -3.686 0.307
H 0.036 -4.133 -0.806
C -2.677 -3.270 -0.540
H -2.276 -4.236 -0.871
H -2.632 -2.586 -1.405
H -3.736 -3.419 -0.285
C -3.219 1.822 -0.882
C -4.281 1.004 -0.850
C -4.611 -0.069 -1.850
C -4.033 0.016 -3.303
C -2.828 -0.778 -3.553
C -1.518 -0.477 -3.094
C -1.343 0.347 -1.800
C -2.090 1.693 -1.850
H -5.709 -0.087 -1.950
H -3.914 1.064 -3.597
H -4.320 -1.042 -1.416
H -2.498 1.806 -2.854
H -3.117 2.679 -0.206
H -4.982 1.058 0.005
H -1.389 2.528 -1.680
H -1.652 -0.266 -0.938
H -0.835 -1.351 -3.073
H -0.274 0.542 -1.627
H -4.817 -0.371 -3.979
H -2.919 -1.637 -4.242
P -0.472 0.358 -4.708
C -0.917 2.108 -4.828
C -1.260 -0.398 -6.170
P 2.259 -1.102 -4.272
C 1.294 0.196 -5.149
C 1.382 -2.628 -4.819
C 3.749 -1.116 -5.350
H -0.199 2.718 -4.254
H -1.931 2.292 -4.447
H -0.889 2.411 -5.888
H -0.808 0.042 -7.071
H -2.341 -0.203 -6.168
H -1.102 -1.485 -6.198
H 3.490 -0.864 -6.387
H 4.204 -2.114 -5.322
H 4.475 -0.385 -4.971
H 1.750 1.177 -4.934
H 1.388 0.020 -6.235
H 2.123 -3.442 -4.881
H 0.900 -2.507 -5.804
H 0.626 -2.911 -4.071
O 0.376 2.752 -0.197
C 1.047 2.194 0.671
N 1.215 2.656 1.993
C 2.058 1.811 2.766
C 2.344 0.694 1.706
O 3.026 -0.321 1.941
N 1.762 1.008 0.516
C 3.344 2.511 3.247
C 4.579 1.863 3.173
C 5.712 2.422 3.769
C 5.615 3.633 4.451
C 4.381 4.296 4.522
C 3.245 3.737 3.926
C 1.361 1.342 4.069
C 1.952 0.301 4.797
C 1.438 -0.083 6.043
C 0.360 0.605 6.596
C -0.229 1.656 5.889
C 0.276 2.034 4.633
H 0.996 3.630 2.200
H 4.645 0.906 2.663
H 6.652 1.873 3.715
H 6.490 4.057 4.945
H 4.284 5.240 5.069
H 2.273 4.238 4.012
H 2.831 -0.187 4.370
H 1.903 -0.917 6.574
H -0.026 0.313 7.580
H -1.083 2.193 6.313
H -0.188 2.869 4.091


No. 2
37
Properties=species:S:1:pos:R:3 method="wB97M-V/def2-TZVPD" multiplicity=1 e_above_lowest_kcal_mol=333.5 homo_ev=-7.474 gap_ev=7.74 energy_ha=-1276.25146
C 1.935 3.218 0.637
C 1.010 2.817 -0.503
H 0.225 3.668 -0.599
H 1.384 2.656 -1.504
O 0.220 1.433 -0.282
C 0.491 0.404 -0.678
O 1.302 0.281 -1.427
C -0.204 -0.701 -0.279
C -1.582 -0.256 0.255
C -1.971 -0.400 1.606
S -3.679 0.479 1.718
C -3.614 0.696 -0.135
N -2.368 0.079 -0.677
N -4.550 1.181 -0.676
H -5.292 1.559 -0.317
H -4.448 1.407 -1.513
H -1.515 -0.891 2.557
C 0.662 -1.315 1.069
H 0.327 -2.051 1.318
H 0.694 -0.475 1.909
C 2.102 -1.586 0.487
C 2.971 -0.348 1.107
O 3.376 -0.087 2.146
O 3.531 0.332 0.123
H 3.117 0.323 -1.136
H 2.571 -2.429 1.133
H 2.228 -1.993 -0.487
C -0.363 -1.577 -1.329
C -1.066 -3.101 -0.720
H -1.223 -3.705 -1.624
H -1.871 -2.788 -0.287
H -0.304 -3.656 -0.365
H 0.572 -1.869 -1.799
H -1.110 -1.400 -2.027
H 2.289 4.109 0.292
H 1.451 3.504 1.564
H 2.703 2.482 0.441